(1)
Below is 8 unconnected molecules or ions with the total composition C24H70N6O8, with properties calculated with the ωB97M-V functional and the def2-TZVPD basis.

Results
**HOMO energy**: -0.3252 Ha
**Gap between HOMO and LUMO**: 9.40 eV
**Energy above the lowest of the compared OMol25 structures with the same formula, charge and spin**: 2.6013 eV
**Energy**: -51339.0393 eV
**SMILES**: COC[C@H](C)N.COC[C@H](C)N.COC[C@H](C)N.COC[C@H](C)N.COC[C@H](C)N.COC[C@H](C)N.O.O

Last column: Löwdin charge in e.
Element x y z (Å)
C (10.863, 9.538, 14.267)  -0.0444
O (10.279, 10.014, 12.998)  -0.2265
C (9.141, 9.250, 12.574)  -0.2065
C (8.818, 9.724, 11.175)  -0.4375
C (7.395, 9.337, 10.757)  -0.0463
N (9.784, 9.195, 10.233)  0.0602
H (10.194, 9.740, 15.041)  0.0378
H (11.683, 10.233, 14.466)  0.0747
H (11.154, 8.453, 14.133)  0.1109
H (9.330, 8.230, 12.515)  0.1023
H (8.395, 9.567, 13.310)  0.1132
H (8.855, 10.834, 11.176)  0.1428
H (6.719, 9.664, 11.580)  0.0833
H (7.288, 8.294, 10.527)  0.0712
H (7.147, 9.919, 9.925)  0.0528
H (9.844, 8.177, 10.344)  0.0893
H (10.654, 9.568, 10.431)  0.0047
C (16.442, 12.259, 15.723)  -0.0833
O (16.092, 12.063, 14.365)  -0.1653
C (14.730, 11.978, 14.193)  -0.2620
C (14.331, 11.921, 12.727)  -0.3823
C (14.870, 10.699, 11.988)  -0.0550
N (14.651, 13.164, 11.925)  0.0685
H (17.514, 12.320, 15.766)  0.0925
H (16.047, 11.514, 16.377)  0.0792
H (15.952, 13.129, 16.047)  0.0628
H (14.277, 11.097, 14.700)  0.1271
H (14.239, 12.846, 14.640)  0.1190
H (13.269, 11.833, 12.730)  0.1140
H (14.506, 10.610, 10.961)  0.0257
H (14.616, 9.753, 12.492)  0.0867
H (15.952, 10.714, 11.867)  0.0815
H (14.162, 13.986, 12.245)  0.0367
H (15.623, 13.362, 12.112)  0.0660
C (8.025, 10.608, 17.405)  -0.0888
O (8.169, 11.197, 16.128)  -0.2068
C (7.693, 12.491, 15.904)  -0.2331
C (7.110, 12.590, 14.556)  -0.4869
C (5.994, 11.613, 14.388)  -0.0527
N (8.101, 12.596, 13.498)  0.0804
H (8.555, 9.667, 17.419)  0.0837
H (6.976, 10.490, 17.695)  0.0915
H (8.488, 11.225, 18.148)  0.0760
H (6.885, 12.789, 16.655)  0.1482
H (8.532, 13.199, 16.005)  0.1317
H (6.697, 13.525, 14.500)  0.1075
H (5.484, 11.821, 13.455)  0.0761
H (5.271, 11.629, 15.214)  0.0861
H (6.435, 10.594, 14.389)  0.0787
H (8.820, 11.926, 13.713)  0.0458
H (8.568, 13.523, 13.508)  0.0896
C (15.305, 19.796, 16.667)  -0.1490
O (14.972, 18.589, 16.036)  -0.1967
C (14.997, 18.663, 14.591)  -0.1886
C (14.498, 17.336, 13.850)  -0.4028
C (15.561, 16.264, 14.347)  -0.0258
N (14.509, 17.571, 12.459)  0.0490
H (14.798, 19.847, 17.647)  0.0862
H (15.109, 20.728, 16.142)  0.0725
H (16.424, 19.890, 16.890)  0.1007
H (14.373, 19.546, 14.206)  0.1267
H (16.007, 18.948, 14.276)  0.1140
H (13.535, 17.199, 14.264)  0.1174
H (15.749, 16.279, 15.409)  0.0679
H (16.418, 16.513, 13.800)  0.0506
H (15.192, 15.262, 14.068)  0.0578
H (13.916, 16.908, 11.971)  0.0414
H (15.438, 17.429, 12.062)  0.0930
C (14.880, 12.883, 6.772)  -0.0980
O (14.297, 13.160, 8.026)  -0.1855
C (14.067, 12.009, 8.774)  -0.2325
C (12.899, 11.076, 8.270)  -0.4060
C (11.656, 11.829, 8.592)  -0.0817
N (13.049, 9.893, 9.125)  0.0405
H (15.272, 13.802, 6.417)  0.0798
H (14.227, 12.324, 6.107)  0.0837
H (15.713, 12.203, 6.869)  0.0814
H (15.016, 11.440, 8.845)  0.1244
H (13.799, 12.313, 9.827)  0.1043
H (13.061, 10.788, 7.262)  0.1197
H (10.687, 11.395, 8.139)  0.1073
H (11.707, 12.835, 8.182)  0.0474
H (11.512, 12.008, 9.687)  0.0927
H (12.344, 9.199, 8.959)  0.0587
H (12.789, 10.253, 10.022)  0.0327
C (11.915, 15.481, 8.914)  -0.1079
O (11.516, 16.737, 9.423)  -0.2389
C (12.560, 17.682, 9.507)  -0.1865
C (11.923, 18.938, 10.293)  -0.3769
C (13.031, 19.955, 10.154)  -0.0882
N (11.617, 18.417, 11.650)  0.0435
H (11.521, 15.328, 7.857)  0.1135
H (11.638, 14.653, 9.560)  0.0693
H (12.988, 15.349, 8.877)  0.0746
H (13.347, 17.261, 10.178)  0.1082
H (12.929, 17.977, 8.502)  0.1319
H (10.985, 19.137, 9.785)  0.1315
H (13.195, 20.321, 9.131)  0.0825
H (13.917, 19.575, 10.658)  0.0625
H (12.784, 20.894, 10.716)  0.0855
H (12.150, 18.959, 12.328)  0.0670
H (10.620, 18.579, 11.863)  0.0885
O (9.526, 15.993, 11.356)  -0.0617
H (9.920, 16.192, 10.471)  0.0400
H (8.591, 15.995, 11.185)  0.0353
O (11.953, 15.466, 12.545)  -0.0703
H (11.541, 16.300, 12.233)  -0.0044
H (11.236, 14.857, 12.545)  -0.0027

(2)
Below is a single C18H21ClN4O3 molecule, with properties calculated with the ωB97M-V functional and the def2-TZVPD basis.

Results
**HOMO energy**: -0.3165 Ha
**Gap between HOMO and LUMO**: 8.32 eV
**Energy above the lowest of the compared OMol25 structures with the same formula, charge and spin**: 2.2998 eV
**Energy**: -43632.1155 eV
**SMILES**: O=C(Cn1nc(-c2ccc(Cl)cc2)ccc1=O)NCCN1CCOCC1

Last column: Löwdin charge in e.
Element x y z (Å)
O (0.134, -3.322, -0.072)  0.0628
C (-0.280, -2.233, -0.406)  -0.4766
C (0.380, -1.424, -1.548)  -0.0164
N (1.016, -0.217, -1.064)  -0.0350
N (2.304, -0.315, -0.837)  0.1686
C (2.989, 0.707, -0.396)  -0.2092
C (4.420, 0.491, -0.168)  -0.1668
C (5.175, 1.344, 0.635)  -0.0282
C (6.524, 1.119, 0.832)  -0.1004
C (7.133, 0.032, 0.225)  -0.6753
Cl (8.820, -0.246, 0.463)  0.6781
C (6.397, -0.837, -0.568)  -0.0925
C (5.051, -0.605, -0.759)  -0.0167
C (2.346, 1.962, -0.190)  0.0229
C (1.019, 2.067, -0.434)  0.0532
C (0.253, 0.929, -0.875)  -0.4108
O (-0.954, 0.916, -1.088)  0.0197
N (-1.317, -1.598, 0.143)  0.0750
C (-2.143, -2.153, 1.188)  -0.1492
C (-3.612, -1.859, 0.854)  -0.1707
N (-3.741, -0.478, 0.432)  -0.1988
C (-4.855, -0.215, -0.458)  -0.1610
C (-4.709, 1.210, -0.999)  -0.1917
O (-4.705, 2.152, 0.048)  -0.1286
C (-3.639, 1.885, 0.930)  -0.1922
C (-3.755, 0.479, 1.523)  -0.1555
H (-0.386, -1.143, -2.275)  0.1335
H (1.150, -2.047, -2.004)  0.1316
H (4.714, 2.182, 1.133)  0.1059
H (7.103, 1.781, 1.456)  0.1058
H (6.879, -1.684, -1.030)  0.1070
H (4.464, -1.272, -1.370)  0.1108
H (2.916, 2.822, 0.126)  0.1108
H (0.479, 2.994, -0.311)  0.1221
H (-1.648, -0.708, -0.231)  0.1006
H (-1.872, -1.706, 2.151)  0.1148
H (-1.960, -3.228, 1.245)  0.1216
H (-3.914, -2.493, 0.017)  0.1222
H (-4.248, -2.104, 1.720)  0.1251
H (-4.825, -0.923, -1.289)  0.1242
H (-5.826, -0.312, 0.059)  0.1297
H (-5.549, 1.468, -1.645)  0.1248
H (-3.767, 1.279, -1.561)  0.1215
H (-3.688, 2.644, 1.713)  0.1253
H (-2.685, 1.961, 0.390)  0.1074
H (-2.906, 0.296, 2.182)  0.1198
H (-4.686, 0.404, 2.113)  0.1307

(3)
Below is 3 unconnected molecules or ions with the total composition CH3O3S, with properties calculated with the ωB97M-V functional and the def2-TZVPD basis.

Results
**Charge**: -1
**HOMO energy**: -0.0845 Ha
**Gap between HOMO and LUMO**: 6.25 eV
**Energy above the lowest of the compared OMol25 structures with the same formula, charge and spin**: 2.2938 eV
**Energy**: -18062.5657 eV

Last column: Löwdin charge in e.
Element x y z (Å)
C (-1.003, -1.326, 0.137)  -0.4863
O (-1.156, -0.050, 0.333)  -0.3833
O (0.326, 0.616, -1.825)  -0.7741
O (-1.517, -2.251, 0.810)  -0.0751
S (-0.452, 1.227, -0.688)  0.6120
H (-0.413, -1.699, -0.724)  0.1175
H (2.314, 1.480, 1.246)  0.0117
H (1.901, 2.002, 0.711)  -0.0223